<A>
Formula: C3H10NOPS
Source: the Open Molecules 2025 dataset
Level of theory: ωB97M-V with the def2-TZVPD basis set

Properties
Highest occupied orbital energy (spin up / spin down) in eV: -9.556 / -7.951
Gap between HOMO and LUMO (spin up / spin down) in eV: 8.46 / 5.23
Multiplicity: 1
Molecular weight in g mol⁻¹: 139.160
Total charge: 0

CARTESIAN COORDINATES (ANGSTROEM)
1 C 0.51 2.11 0.39
2 C 0.47 -2.88 0.11
3 C 0.08 0.61 0.03
4 N 1.36 -1.85 -0.47
5 O 2.78 0.28 -0.65
6 P 1.74 -0.33 0.19
7 S -3.19 0.58 0.09
8 H 1.03 2.02 1.27
9 H 1.08 2.54 -0.47
10 H -0.23 2.80 0.47
11 H -0.47 -2.51 0.24
12 H 0.61 -3.81 -0.59
13 H 0.81 -3.15 1.10
14 H -0.15 0.46 -1.08
15 H -0.66 0.20 0.75
16 H 2.02 -2.06 -1.29
17 H -2.53 -0.35 -0.64


<B>
Formula: C3H10NOPS
Source: the Open Molecules 2025 dataset
Level of theory: ωB97M-V with the def2-TZVPD basis set

Properties
Highest occupied orbital energy in eV: -8.918
Gap between HOMO and LUMO in eV: 9.47
Multiplicity: 1
Molecular weight in g mol⁻¹: 139.160
Total charge: 0

CARTESIAN COORDINATES (ANGSTROEM)
1 C 2.16 -0.53 1.51
2 C 1.04 -0.52 0.53
3 C -0.10 0.41 0.62
4 P -1.63 0.01 -0.85
5 N -0.91 0.61 -2.24
6 O -2.54 1.29 -0.54
7 S -2.79 -1.50 -1.20
8 H 2.99 0.30 1.44
9 H 1.79 -0.64 2.57
10 H 2.74 -1.46 1.45
11 H 0.73 -1.65 0.74
12 H 1.30 -0.74 -0.56
13 H -0.62 0.31 1.57
14 H -0.02 1.55 0.36
15 H -0.38 1.42 -2.21
16 H -0.25 0.13 -2.86
17 H -3.52 1.01 -0.33


Quick ranking, most stable first: <B>, <A>.


<A>
Formula: C4H15NO3
Source: the Open Molecules 2025 dataset
Level of theory: ωB97M-V with the def2-TZVPD basis set

Properties
Highest occupied orbital energy (spin up / spin down) in eV: -13.404 / -13.404
Gap between HOMO and LUMO (spin up / spin down) in eV: 9.31 / 4.76
Multiplicity: 2
Molecular weight in g mol⁻¹: 125.168
Total charge: +1

CARTESIAN COORDINATES (ANGSTROEM)
1 N -1.83 0.65 2.10
2 C -1.31 1.98 2.00
3 C 2.57 1.44 1.43
4 C 1.12 1.20 1.86
5 C 0.15 1.99 1.35
6 H -1.51 0.16 1.27
7 H -1.52 0.20 3.03
8 H -1.38 2.58 2.93
9 H -1.84 2.69 1.14
10 H 3.35 0.59 1.51
11 H 2.42 1.53 0.29
12 H 3.09 2.34 1.87
13 H 1.01 0.74 2.78
14 H 0.37 2.69 0.62
15 H -0.30 -2.85 -2.27
16 H 0.15 -1.72 -3.38
17 O 0.32 -2.25 -2.61
18 H -3.08 -1.71 -6.11
19 H -2.68 -0.48 -6.62
20 O -3.53 -0.87 -6.44
21 H 2.34 -2.56 1.22
22 H 2.80 -1.80 2.51
23 O 2.50 -2.71 2.15


<B>
Formula: C4H15NO3
Source: the Open Molecules 2025 dataset
Level of theory: ωB97M-V with the def2-TZVPD basis set

Properties
Highest occupied orbital energy (spin up / spin down) in eV: -12.953 / -12.953
Gap between HOMO and LUMO (spin up / spin down) in eV: 9.64 / 4.41
Multiplicity: 2
Molecular weight in g mol⁻¹: 125.168
Total charge: +1

CARTESIAN COORDINATES (ANGSTROEM)
1 C -0.40 -0.35 -0.56
2 O 0.79 -0.02 0.17
3 C -0.03 -0.33 -2.05
4 C 1.47 -0.57 -2.34
5 C 2.27 0.75 -2.46
6 N 2.02 1.40 -3.73
7 H -0.67 -1.38 -0.32
8 H -1.22 0.28 -0.22
9 H 0.68 0.63 0.87
10 H -0.60 -1.08 -2.60
11 H -0.33 0.62 -2.53
12 H 1.89 -1.11 -1.49
13 H 1.57 -1.14 -3.26
14 H 3.33 0.52 -2.44
15 H 1.96 1.47 -1.69
16 H 1.04 1.51 -3.99
17 H 2.58 1.05 -4.51
18 H -4.95 -1.53 5.02
19 H -4.18 -0.20 4.72
20 O -4.09 -1.11 5.00
21 H -0.67 0.46 5.09
22 H -0.45 -0.61 4.14
23 O -0.92 0.24 4.18


Quick ranking, most stable first: <B>, <A>.


<A>
Formula: C2HN3O3
Source: the Open Molecules 2025 dataset
Level of theory: ωB97M-V with the def2-TZVPD basis set

Properties
Highest occupied orbital energy in eV: -10.154
Gap between HOMO and LUMO in eV: 9.22
Multiplicity: 1
Molecular weight in g mol⁻¹: 115.048
Total charge: 0

CARTESIAN COORDINATES (ANGSTROEM)
1 O -1.48 1.59 0.26
2 C -0.50 0.94 0.04
3 N 0.91 1.41 -0.20
4 N 1.75 0.49 -0.20
5 O 1.65 -0.85 0.16
6 N 0.34 -1.44 0.28
7 C -0.57 -0.62 -0.11
8 O -1.68 -1.27 -0.22
9 H -2.57 -0.85 -0.32


<B>
Formula: C2HN3O3
Source: the Open Molecules 2025 dataset
Level of theory: ωB97M-V with the def2-TZVPD basis set

Properties
Highest occupied orbital energy in eV: -11.604
Gap between HOMO and LUMO in eV: 10.13
Multiplicity: 1
Molecular weight in g mol⁻¹: 115.048
Total charge: 0

CARTESIAN COORDINATES (ANGSTROEM)
1 O 0.55 -0.08 2.32
2 C 0.77 0.06 1.20
3 O 2.07 -0.20 0.71
4 C -0.24 -0.17 0.10
5 N -1.55 0.28 0.04
6 N -1.82 0.30 -1.20
7 O -0.62 0.13 -1.94
8 N 0.35 -0.31 -1.15
9 H 1.99 -0.09 -0.37


<C>
Formula: C2HN3O3
Source: the Open Molecules 2025 dataset
Level of theory: ωB97M-V with the def2-TZVPD basis set

Properties
Highest occupied orbital energy in eV: -11.363
Gap between HOMO and LUMO in eV: 9.24
Multiplicity: 1
Molecular weight in g mol⁻¹: 115.048
Total charge: 0

CARTESIAN COORDINATES (ANGSTROEM)
1 C -0.77 -0.24 -0.07
2 C 1.63 -0.25 -0.09
3 H -2.99 -0.91 0.25
4 N -1.77 -1.13 -0.04
5 N -0.89 1.17 0.22
6 N 0.13 1.90 0.04
7 O 1.38 1.05 -0.35
8 O 2.77 -0.72 0.29
9 O 0.51 -0.88 -0.25


Quick ranking, most stable first: <B>, <A>, <C>.


<A>
Formula: C20H23NO6
Source: the Open Molecules 2025 dataset
Level of theory: ωB97M-V with the def2-TZVPD basis set

Properties
Highest occupied orbital energy in eV: -8.420
Gap between HOMO and LUMO in eV: 9.11
Multiplicity: 1
Molecular weight in g mol⁻¹: 373.405
Total charge: 0

CARTESIAN COORDINATES (ANGSTROEM)
1 C 6.95 -1.07 2.84
2 O 5.62 -0.59 2.70
3 C 4.76 -1.39 2.06
4 O 5.07 -2.46 1.61
5 C 3.38 -0.78 1.99
6 C 2.76 -0.99 0.60
7 C 1.30 -0.67 0.61
8 C 0.27 -1.56 0.88
9 C 0.32 -3.02 1.18
10 O -0.08 -3.81 0.05
11 C -1.38 -3.92 -0.19
12 C -1.65 -4.78 -1.40
13 O -2.23 -3.40 0.49
14 N -0.90 -0.88 0.83
15 C -0.66 0.43 0.52
16 C -1.80 1.32 0.40
17 O -2.95 0.95 0.55
18 O -1.47 2.60 0.13
19 C -2.57 3.49 -0.04
20 C -3.29 3.27 -1.34
21 C -2.60 2.87 -2.47
22 C -3.26 2.67 -3.67
23 C -4.63 2.88 -3.75
24 C -5.33 3.28 -2.62
25 C -4.67 3.47 -1.42
26 C 0.72 0.60 0.39
27 C 1.46 1.84 0.06
28 H 7.49 -0.31 3.40
29 H 7.41 -1.22 1.87
30 H 6.95 -2.02 3.39
31 H 2.77 -1.29 2.73
32 H 3.44 0.27 2.25
33 H 2.92 -2.02 0.30
34 H 3.27 -0.34 -0.12
35 H 1.34 -3.34 1.41
36 H -0.35 -3.25 2.02
37 H -0.77 -5.38 -1.63
38 H -2.51 -5.41 -1.22
39 H -1.87 -4.12 -2.24
40 H -1.82 -1.28 0.94
41 H -2.12 4.49 -0.01
42 H -3.26 3.38 0.80
43 H -1.53 2.71 -2.41
44 H -2.71 2.36 -4.54
45 H -5.15 2.72 -4.68
46 H -6.39 3.44 -2.67
47 H -5.21 3.77 -0.54
48 H 0.77 2.64 -0.18
49 H 2.13 1.68 -0.78
50 H 2.07 2.16 0.92


<B>
Formula: C20H23NO6
Source: the Open Molecules 2025 dataset
Level of theory: ωB97M-V with the def2-TZVPD basis set

Properties
Highest occupied orbital energy in eV: -8.098
Gap between HOMO and LUMO in eV: 8.60
Multiplicity: 1
Molecular weight in g mol⁻¹: 373.405
Total charge: 0

CARTESIAN COORDINATES (ANGSTROEM)
1 C 0.21 0.99 3.82
2 C -0.61 1.16 2.57
3 C -0.71 0.13 1.65
4 C -1.43 0.25 0.47
5 O -1.60 -0.79 -0.39
6 C -0.58 -1.76 -0.50
7 C 0.70 -1.10 -1.03
8 O 0.73 0.09 -1.26
9 N 1.75 -1.91 -1.27
10 C 2.98 -1.34 -1.78
11 C 4.03 -1.23 -0.66
12 C 3.63 -2.16 0.49
13 C 2.52 -1.55 1.33
14 O 1.61 -2.18 1.81
15 O 2.66 -0.25 1.53
16 C 3.17 -3.51 -0.07
17 C 1.88 -3.30 -0.91
18 C -2.10 1.47 0.19
19 C -2.82 1.77 -1.03
20 C -2.79 0.81 -2.18
21 C -3.49 2.95 -1.13
22 C -4.28 3.37 -2.34
23 C -3.46 3.93 -0.06
24 O -4.06 4.99 -0.06
25 O -2.69 3.65 1.03
26 C -2.04 2.48 1.16
27 C -1.29 2.33 2.33
28 H 1.09 1.63 3.78
29 H -0.37 1.29 4.69
30 H 0.52 -0.04 3.96
31 H -0.22 -0.81 1.87
32 H -0.96 -2.48 -1.22
33 H -0.40 -2.27 0.46
34 H 3.34 -1.98 -2.59
35 H 2.75 -0.35 -2.18
36 H 4.10 -0.21 -0.29
37 H 5.01 -1.53 -1.04
38 H 4.48 -2.30 1.16
39 H 1.91 0.13 2.02
40 H 2.96 -4.20 0.74
41 H 3.97 -3.92 -0.68
42 H 1.93 -3.91 -1.82
43 H 1.02 -3.62 -0.34
44 H -3.33 -0.10 -1.93
45 H -1.76 0.53 -2.37
46 H -3.22 1.25 -3.07
47 H -3.64 3.51 -3.20
48 H -5.04 2.62 -2.59
49 H -4.77 4.31 -2.12
50 H -1.27 3.16 3.03


Quick ranking, most stable first: <A>, <B>.


<A>
Formula: C7H14OS
Source: the Open Molecules 2025 dataset
Level of theory: ωB97M-V with the def2-TZVPD basis set

Properties
Highest occupied orbital energy in eV: -9.278
Gap between HOMO and LUMO in eV: 10.00
Multiplicity: 1
Molecular weight in g mol⁻¹: 146.255
Total charge: 0

CARTESIAN COORDINATES (ANGSTROEM)
1 C 1.33 -1.36 0.75
2 C 0.43 0.95 -0.62
3 C 1.51 1.28 0.49
4 C -0.19 -1.51 0.02
5 C -0.72 0.01 -0.20
6 C -1.48 0.49 1.05
7 C -1.64 0.04 -1.38
8 O 3.21 -0.15 -1.04
9 S 2.81 -0.07 0.39
10 H 1.61 -2.38 0.80
11 H 1.06 -1.17 1.83
12 H 0.11 1.80 -0.99
13 H 0.93 0.41 -1.39
14 H 1.93 2.16 0.07
15 H 0.92 1.48 1.40
16 H -0.90 -2.04 0.72
17 H -0.15 -2.07 -0.93
18 H -2.52 0.15 1.20
19 H -1.49 1.58 1.01
20 H -0.90 0.20 1.94
21 H -1.07 -0.06 -2.20
22 H -2.20 0.97 -1.50
23 H -2.57 -0.72 -1.43


<B>
Formula: C7H14OS
Source: the Open Molecules 2025 dataset
Level of theory: ωB97M-V with the def2-TZVPD basis set

Properties
Highest occupied orbital energy in eV: -8.640
Gap between HOMO and LUMO in eV: 9.50
Multiplicity: 1
Molecular weight in g mol⁻¹: 146.255
Total charge: 0

CARTESIAN COORDINATES (ANGSTROEM)
1 C -0.21 0.01 3.29
2 C -0.39 0.95 2.06
3 C -0.09 0.30 0.70
4 C -1.00 -0.90 0.40
5 O -0.26 1.25 -0.37
6 C 0.62 0.95 -1.47
7 C 2.00 0.59 -0.91
8 C 2.77 1.87 -0.68
9 S 1.71 -0.17 0.73
10 H 0.70 -0.60 3.21
11 H -1.09 -0.64 3.41
12 H -0.05 0.63 4.22
13 H -1.41 1.33 2.07
14 H 0.29 1.81 2.18
15 H -0.86 -1.70 1.13
16 H -0.81 -1.28 -0.60
17 H -2.04 -0.57 0.42
18 H 0.26 0.11 -2.01
19 H 0.65 1.79 -2.18
20 H 2.50 -0.10 -1.60
21 H 2.83 2.48 -1.59
22 H 3.78 1.61 -0.33
23 H 2.29 2.46 0.09


Quick ranking, most stable first: <B>, <A>.